No. 1
# C36H96B4F16N6O12

A 10-piece molecular cluster, C36H96B4F16N6O12 overall (wB97M-V/def2-TZVPD, the Open Molecules 2025 dataset).

Element x y z (Å)
H1 23.5152 -23.7337 -5.5041
H2 17.9164 -22.0814 -7.7326
C1 13.6233 -23.0737 -5.8775
C2 13.6051 -26.9719 -15.8466
H3 9.8374 -25.2193 -17.9960
C3 14.5810 -25.5567 -11.7992
H4 13.1002 -25.6862 -9.5385
H5 17.9626 -27.4920 -7.8625
H6 19.4538 -25.5817 -13.4371
H7 20.9200 -21.6627 -10.0506
O1 22.2962 -22.1275 -5.8673
H8 12.4441 -25.8140 -18.1278
H9 18.3559 -22.9647 -9.1698
H10 14.3532 -26.7740 -16.6134
H11 13.2675 -27.1186 -10.2674
O2 19.1195 -21.4674 -10.9283
H12 18.5575 -19.4752 -11.0402
C4 18.2741 -23.0463 -8.0858
C5 9.1873 -21.5462 -12.7650
C6 11.7939 -25.8777 -17.2579
H13 16.8099 -26.5140 -10.7036
H14 8.7607 -23.2691 -11.7593
H15 15.1855 -20.7929 -6.9842
C7 11.7920 -29.3172 -8.8045
H16 8.4595 -26.6330 -19.3097
H17 21.0226 -26.1426 -14.1573
F1 10.4251 -23.9563 -7.9612
H18 20.9020 -24.0375 -11.5248
H19 7.0030 -24.1778 -12.9725
H20 6.9062 -24.4186 -10.7768
H21 13.4794 -26.0943 -15.2154
H22 14.9033 -20.1388 -8.4704
F2 14.4437 -24.4788 -8.2893
H23 15.5948 -21.4847 -10.4946
C8 7.2052 -23.1268 -13.1548
H24 9.8484 -21.4317 -4.3689
H25 11.0138 -21.7627 -3.1123
H26 14.8620 -27.9159 -14.4072
H27 8.9085 -28.3877 -19.3771
N1 12.2963 -27.1543 -16.5700
H28 11.6097 -27.4502 -15.8587
H29 16.6841 -26.4851 -8.7010
B1 9.4332 -25.8442 -13.8788
N2 8.6348 -22.9360 -12.7179
O3 15.3709 -22.1127 -8.5571
F3 11.8943 -23.4340 -9.7154
H30 14.8846 -25.0563 -12.7204
H31 6.4088 -21.2101 -12.5756
C9 6.3308 -22.2537 -12.2532
H32 18.5722 -20.4156 -12.6259
H33 20.4624 -23.6965 -14.3254
H34 19.8421 -27.7785 -11.7240
H35 22.3405 -22.7546 -7.8781
O4 11.3444 -22.4368 -13.4229
H36 16.6953 -28.0715 -11.5596
F4 9.2169 -24.8026 -14.7942
H37 13.1261 -22.7328 -14.3586
H38 14.0139 -22.1943 -10.1716
F5 17.7643 -24.1779 -12.3315
H39 5.2591 -22.3506 -12.4671
H40 12.5313 -21.1812 -8.5445
F6 10.1799 -22.0015 -9.0569
H41 12.8117 -29.3969 -8.4384
C10 14.6888 -21.0692 -7.9208
O5 12.8554 -28.5312 -14.2680
H42 9.7416 -26.1450 -16.6601
H43 11.9976 -22.9244 -7.2367
F7 14.6477 -26.7808 -8.2648
H44 20.7163 -20.2071 -11.0405
F8 10.3492 -25.3824 -12.9258
H45 22.1505 -22.1764 -12.1156
H46 11.2671 -20.3552 -4.1637
N3 13.0146 -22.7847 -7.2218
C11 20.4059 -21.8492 -7.3919
H47 8.6300 -21.0325 -11.9860
H48 16.9086 -26.6307 -12.4933
F9 9.6913 -23.9527 -10.1278
H49 8.3693 -27.8496 -17.8700
C12 21.8989 -22.0009 -7.2108
H50 12.5334 -26.0957 -12.4465
O6 21.0550 -26.1232 -12.1473
H51 13.3404 -24.1056 -5.6734
C13 13.0584 -25.6094 -11.6292
C14 10.3478 -26.0945 -17.5698
H52 10.9582 -26.3446 -9.0225
H53 10.9063 -27.8081 -11.6863
C15 15.0808 -22.2779 -9.9461
C16 17.4048 -26.5574 -7.8833
H54 22.0909 -24.0104 -13.5186
C17 18.3820 -20.4287 -11.5542
C18 21.0732 -22.0146 -12.2092
B2 17.3778 -23.4178 -13.4805
H55 13.2670 -22.7484 -3.8867
O7 10.2281 -27.2179 -18.4006
O8 15.0218 -26.9017 -11.7039
H56 12.7412 -20.6825 -7.0249
H57 15.4118 -23.2741 -10.2278
H58 11.1909 -28.6937 -8.1350
N4 20.5434 -23.4151 -12.2527
H59 20.7064 -27.1622 -10.4422
F10 18.3464 -22.4114 -13.8180
H60 16.7706 -26.7160 -7.0007
F11 9.9284 -27.0703 -14.3774
C19 13.2207 -21.3772 -7.7212
C20 6.3783 -23.6065 -10.2746
C21 11.2611 -26.5297 -10.0478
F12 8.2324 -26.0282 -13.1360
H61 19.9766 -21.2195 -6.6178
C22 12.7499 -22.2748 -13.4429
H62 14.9984 -25.0435 -10.9244
H63 13.5371 -23.3244 -7.9179
H64 11.0593 -20.4877 -12.6542
C23 10.7151 -21.5201 -12.5636
H65 20.2075 -23.8339 -8.0015
H66 7.0700 -22.8387 -14.1922
C24 17.5100 -24.2423 -7.5555
F13 17.3252 -24.2422 -14.5723
H67 5.3109 -23.8286 -10.1751
F14 12.8636 -25.7713 -7.2514
H68 10.6979 -25.8692 -10.7031
O9 6.6152 -22.3488 -10.8877
O10 11.8249 -28.9409 -10.1653
F15 16.1608 -22.7999 -13.1471
H69 10.8615 -21.7455 -11.5006
F16 14.9998 -25.6002 -6.3524
H70 6.7191 -23.4708 -9.2493
O11 11.6179 -22.2392 -5.0218
C25 12.9995 -22.2063 -4.8043
H71 9.9434 -28.1115 -10.2831
C26 10.9078 -21.3856 -4.1341
H72 19.2905 -26.2285 -10.9661
N5 19.6664 -23.1535 -7.4653
H73 13.2123 -22.7387 -12.5701
H74 13.7561 -29.0481 -12.4088
H75 13.0515 -21.2290 -13.5589
C27 20.1455 -26.8107 -11.3115
H76 20.3323 -21.3627 -8.3672
H77 17.3101 -20.5527 -11.3997
N6 12.7410 -26.2389 -10.3245
H78 13.4243 -21.2027 -4.7054
H79 13.5037 -30.4010 -13.6090
C28 10.9744 -27.9216 -10.6038
H80 21.8953 -24.2436 -5.9120
H81 12.1739 -29.6809 -12.7659
H82 14.6980 -22.9807 -6.0082
H83 19.5202 -23.3791 -12.2800
B3 14.2206 -25.6393 -7.5052
C29 20.5412 -25.5924 -13.3426
C30 13.9886 -28.1822 -15.0135
B4 10.5807 -23.3308 -9.2164
H84 20.9683 -21.4431 -13.1274
C31 8.8727 -27.4822 -18.7703
O12 18.2302 -25.4073 -7.8450
H85 22.4029 -21.0934 -7.5555
H86 12.3898 -27.8813 -17.2783
C32 16.4222 -27.0172 -11.5925
C33 21.0135 -24.1520 -13.5048
H87 22.2070 -23.5121 -4.3443
H88 12.0222 -25.1599 -16.4728
H89 11.2932 -30.2780 -8.6348
C34 13.1408 -29.4515 -13.2120
H90 17.3878 -24.1889 -6.4643
C35 20.5263 -21.2829 -10.9984
H91 9.1562 -23.5208 -13.3766
H92 16.5189 -24.2195 -8.0199
H93 19.6118 -23.5545 -6.5271
H94 12.6792 -24.5915 -11.5484
H95 9.0515 -21.0977 -13.7485
H96 14.3343 -29.0466 -15.5943
C36 22.4623 -23.4557 -5.4013

* total charge: +2
* gap between HOMO and LUMO: 0.3328 Eh

=====

No. 2
# C36H96O12

C36H96O12 as an isolated structure (wB97M-V/def2-TZVPD, the Open Molecules 2025 dataset).

Element x y z (Å)
O1 3.9838 -8.6384 13.2120
H1 1.4696 -11.6684 10.2123
H2 3.2429 -13.5016 11.5998
C1 -0.7091 -10.1830 12.0313
H3 3.8758 -9.9427 9.0643
H4 1.0216 -13.5150 9.1436
C2 7.0267 -10.9484 12.4740
C3 2.2278 -11.9403 9.4779
H5 5.7970 -8.3939 8.6044
H6 0.6829 -11.5692 11.0428
C4 0.2770 -13.9030 9.8386
H7 3.7961 -11.5152 8.6265
H8 9.2569 -13.7294 8.8015
H9 4.2658 -7.3185 10.6837
O2 3.9652 -11.1001 7.7776
H10 4.5626 -12.4103 12.0476
H11 7.4195 -14.2962 13.4170
H12 0.5097 -10.5071 9.1316
H13 3.3298 -14.5091 12.6443
H14 7.0477 -16.0681 10.2364
H15 -0.6139 -15.6695 8.0504
C5 3.2139 -9.7725 13.0366
H16 7.3696 -8.6912 10.4214
H17 3.2533 -11.8445 13.5043
H18 2.0380 -13.0590 8.0017
H19 4.5872 -13.0873 6.4386
H20 1.2053 -10.2708 13.7509
H21 7.0287 -12.6355 8.1998
C6 3.8994 -17.2757 11.7566
H22 0.8741 -9.2653 8.0221
C7 0.4915 -11.0304 6.9361
O3 8.3730 -10.8599 12.0047
O4 4.4093 -7.3741 9.7361
C8 -0.9022 -10.5700 6.4588
C9 6.5356 -8.0013 10.5505
C10 5.3176 -11.3884 7.3760
O5 -1.6566 -11.1274 12.3571
H23 -0.8453 -9.5298 6.1383
C11 3.9649 -11.0197 13.5422
H24 5.4723 -10.8011 6.4708
H25 6.9584 -7.0011 10.4562
C12 -0.7201 -8.9853 12.9946
H26 1.3345 -15.7548 10.3590
H27 5.1258 -13.3630 8.1572
H28 4.2733 -11.0314 14.5876
C13 1.9495 -9.4751 13.7846
O6 3.7820 -13.9824 9.7493
H29 6.4734 -12.6416 11.0212
H30 5.0987 -12.2859 13.5751
H31 5.2901 -15.1218 7.8946
H32 6.1534 -9.0382 12.0791
H33 -1.2944 -11.2186 5.6755
C14 4.3587 -15.6485 8.1025
H34 2.1318 -9.2065 14.8252
H35 4.7260 -16.3303 8.8695
H36 6.1023 -15.3438 8.9182
O7 4.6601 -15.4551 10.5033
H37 -1.4819 -15.6331 10.2636
H38 5.0232 -13.7481 11.6884
H39 8.0361 -13.9055 10.7788
H40 1.3631 -10.0646 11.7464
C15 6.5452 -15.1622 9.8975
H41 2.8993 -11.9567 12.3095
H42 6.0321 -11.2706 9.4213
C16 6.9370 -14.0475 12.4717
C17 3.4965 -11.7300 10.2542
H43 -0.1671 -8.1712 12.5261
H44 1.0993 -15.8376 7.9789
C18 0.3817 -15.4587 9.9202
H45 3.7660 -13.4133 13.7284
H46 7.3203 -11.1460 8.2227
H47 7.2125 -13.0197 12.2356
C19 3.2911 -14.6946 8.6386
H48 7.3431 -14.6606 11.6672
C20 5.3443 -12.8930 7.1983
C21 3.5658 -12.4606 11.6095
H49 5.1868 -11.5166 11.4821
C22 4.6109 -9.7045 9.8330
H50 3.0576 -17.8155 12.1903
C23 5.4650 -14.1674 12.5924
O8 1.3338 -10.7271 5.8568
H51 4.6164 -17.0334 12.5410
H52 6.3719 -11.0788 10.3765
H53 3.6040 -10.6731 10.4980
H54 -2.1517 -11.3112 11.5554
H55 7.5764 -11.9400 9.6720
C24 6.2899 -10.8664 8.4424
H56 4.1067 -9.7240 10.7992
H57 8.8922 -10.4191 12.6813
H58 1.3392 -8.7113 13.3028
H59 5.9786 -12.7584 9.5859
C25 7.0238 -12.7931 9.2783
H60 4.0658 -16.2284 7.2273
H61 6.2851 -13.2791 6.8059
H62 2.9862 -9.9380 11.9836
H63 2.1037 -11.2147 8.6740
C26 3.4760 -16.0421 11.0619
O9 4.9752 -15.4699 12.6789
H64 5.1901 -10.6257 9.8955
H65 5.5977 -9.7348 13.6285
C27 5.3210 -8.3898 9.5850
H66 5.2141 -15.2641 11.2637
O10 8.5798 -14.4097 8.8201
H67 0.4835 -12.1081 7.0993
H68 6.2100 -8.0028 11.5907
H69 2.8365 -16.3308 10.2277
H70 5.8062 -15.0105 10.6843
H71 1.9856 -15.6023 12.6134
H72 2.1180 -14.2382 11.4898
C28 2.8868 -13.6437 7.6469
H73 0.0753 -17.1851 8.5690
H74 4.2987 -8.6237 14.1187
H75 5.1871 -13.6731 14.6610
H76 4.3266 -17.9898 11.0526
O11 -0.6753 -15.9091 10.7049
H77 -0.9906 -9.7501 11.0714
H78 0.4651 -13.3636 10.7669
C29 6.4507 -9.6028 12.9628
H79 4.5219 -13.0770 9.3892
H80 6.2111 -9.7910 8.6018
H81 3.6782 -12.9936 7.2740
H82 -1.7663 -8.6907 13.0769
C30 4.8525 -13.3427 13.6776
H83 2.1956 -10.6739 6.2763
H84 7.0858 -11.6180 13.3321
H85 -0.2887 -9.1906 13.9743
H86 5.1618 -15.7831 13.5670
C31 6.2600 -11.6150 11.3188
H87 -1.5581 -10.5813 7.3292
H88 2.1043 -10.5462 8.3768
O12 4.5520 -12.1181 9.4249
C32 7.6043 -14.0854 9.7943
H89 7.3148 -9.1297 13.4295
C33 0.6426 -10.8716 11.8793
C34 0.2317 -16.1064 8.5816
H90 4.7825 -11.2874 12.8729
C35 1.0511 -10.3255 8.2032
H91 1.9857 -12.9326 9.0974
H92 4.0274 -14.6425 10.4018
H93 2.4940 -14.1854 6.7864
H94 -0.7264 -13.6204 9.5200
C36 2.6676 -15.0492 11.9676
H95 2.4394 -15.2964 8.9555
H96 0.8708 -11.4582 12.7693

* gap between HOMO and LUMO: 0.3079 Eh

=====

No. 3
# C36H96O12

A 12-piece molecular cluster, C36H96O12 overall (wB97M-V/def2-TZVPD, the Open Molecules 2025 dataset).

Element x y z (Å)
H1 -4.6470 4.6748 -1.8859
C1 -1.1270 -3.6117 4.7096
H2 -5.8760 -0.1553 2.8955
H3 -0.0698 2.6207 -1.0926
H4 1.4694 6.3306 -0.1136
H5 2.6459 -4.3102 -4.9238
C2 2.9956 3.2771 0.8381
C3 -3.5010 1.2343 3.1190
H6 0.3894 4.3076 2.3933
H7 -1.9021 0.1391 0.2425
H8 2.4478 -6.0287 -3.4214
C4 3.1804 0.2723 2.8280
H9 -2.8121 5.4389 0.5569
H10 2.6141 -0.1699 2.0084
O1 3.9045 5.3713 0.0817
H11 -1.3429 -1.5934 -3.0540
H12 1.4692 -2.5587 4.3332
H13 3.5214 0.5679 -0.4334
H14 -5.2182 2.7894 -0.9309
H15 0.7055 4.7855 0.2261
H16 -0.0339 1.0988 0.7572
C5 -0.3295 4.2696 4.3748
H17 -4.3099 1.4850 3.8053
H18 2.3302 -2.5959 -2.3404
O2 4.7335 -0.0357 4.6658
C6 -2.8012 -5.9339 0.3350
H19 -4.4378 4.7325 0.6806
H20 2.5575 1.0186 3.3212
C7 1.6349 -3.9549 -4.7248
H21 6.0849 -0.1131 -1.9440
C8 1.5968 5.2511 -0.1944
H22 -2.9440 -2.7451 -4.7811
H23 -3.6921 -0.8739 3.6125
C9 -1.3705 -5.4322 0.2412
C10 0.8087 -2.8750 3.5258
H24 -2.2657 3.7628 3.5551
H25 -0.7069 3.1115 -4.1138
H26 4.4374 -0.0029 5.5784
H27 1.9551 -3.8365 -1.2807
H28 0.8568 0.1915 -6.8447
H29 3.7674 3.0453 1.5721
H30 -5.5095 -1.5831 1.9607
C11 -0.0989 0.6484 -0.2332
H31 -2.2138 -3.5729 4.7828
H32 -5.4700 0.0467 1.2784
O3 -1.3824 -2.5655 2.5894
H33 -3.0382 3.8438 1.2206
H34 0.5005 1.7933 -7.5336
C12 -5.1952 -0.5557 2.1443
O4 -2.8346 -0.5844 1.7054
C13 4.1703 0.5953 -1.3088
H35 4.5141 -2.1397 -1.3394
H36 4.0140 0.8168 2.3843
H37 3.3213 2.8669 -0.1178
C14 -4.1608 2.5333 -0.9980
H38 -0.8539 3.9170 6.1207
H39 1.6574 -2.8653 -4.7435
H40 -3.5366 1.8329 2.2088
H41 -2.3034 5.0062 4.8267
O5 -0.4611 3.3243 5.4757
H42 -0.7522 -6.2321 -0.1660
H43 -3.9727 2.0490 -1.9562
H44 -0.8261 -4.6124 4.3994
H45 -2.3422 -1.3580 1.9896
H46 0.1710 1.2796 -2.2102
H47 1.4899 1.8745 -1.0902
H48 2.6340 5.3300 1.6741
C15 -0.6220 -2.5475 3.7624
H49 -0.8144 -1.5411 4.1343
C16 3.7694 -0.6526 3.9084
H50 2.8914 -0.9065 4.5023
O6 1.5664 -5.7213 -3.1971
H51 -0.7026 -3.4940 5.7066
H52 6.0046 1.3365 0.0047
H53 3.3381 -4.0360 -2.4049
H54 -2.5641 1.4835 3.6172
H55 -3.9062 1.8319 -0.2035
C17 0.4016 3.5727 3.1982
O7 -1.0722 -5.1025 1.5623
H56 0.9772 -3.9189 3.2614
H57 -3.6213 -1.1626 -5.0423
O8 -1.4697 0.5166 -0.5270
O9 6.2269 0.4027 0.0230
H58 4.8754 -2.4579 4.0299
C18 2.3115 -3.6849 -2.2996
H59 -1.8776 5.4227 3.2011
H60 -1.9647 0.8937 -5.1743
H61 4.2489 1.5914 -1.7444
C19 2.7629 4.8400 0.7090
H62 1.4160 3.3779 3.5463
H63 0.3806 -1.2647 0.6022
C20 5.4696 -0.1728 -1.0462
C21 -3.2752 3.8108 -0.9289
H64 -0.7329 3.5137 -5.7860
H65 1.8586 4.9586 -1.2113
H66 0.3539 -4.0612 -3.0762
H67 0.8039 3.4264 -4.8478
H68 2.0757 2.7405 1.0701
C22 -3.3283 -1.7918 -2.1148
H69 0.0767 -1.3290 -1.1238
H70 -1.6643 -4.4198 -1.6518
H71 5.0729 -1.6219 2.4930
H72 0.1262 0.8440 -4.6552
H73 -3.0464 -6.3196 -0.6545
H74 1.1948 -2.3190 2.6715
H75 -1.2740 -3.4153 2.1563
C23 -3.3939 4.5238 0.4465
C24 -0.1601 2.9572 -5.0441
C25 -1.2764 -4.2111 -0.6548
O10 -2.3196 0.1540 -3.2529
C26 0.8181 1.2609 -6.6371
H76 3.5774 0.0742 -2.0605
H77 -2.8917 -6.6878 1.1171
H78 -0.9591 -5.8959 2.0909
O11 -3.6882 4.7225 -1.8851
C27 -2.3527 -1.2295 -3.2437
H79 -2.2449 3.4681 -1.0249
H80 1.8362 1.5873 -6.4250
H81 -2.7672 -1.6846 -1.1865
H82 4.4642 -1.4949 0.2606
H83 -1.6439 -3.3136 -0.1572
H84 -0.0409 2.6305 2.8748
H85 0.9866 -4.3555 -5.5041
H86 3.7374 6.2919 -0.1332
H87 1.6308 -0.6709 -0.4339
C28 -2.7495 -1.6815 -4.6437
H88 0.2750 5.1007 4.7382
H89 -3.4675 -2.8649 -2.2461
H90 -0.2471 -3.9097 -0.8494
C29 -0.1347 1.5052 -5.4816
C30 -1.7611 4.6429 3.9537
H91 -3.5519 -5.1783 0.5665
H92 -4.3099 -1.3178 -2.1135
C31 0.4293 1.6604 -1.2221
H93 5.9769 -2.1630 -0.3343
C32 1.3946 -4.3246 -3.2650
C33 4.3515 -1.8807 3.2680
H94 3.5977 -2.4700 2.7458
C34 5.1043 -1.5746 -0.6180
H95 -2.0760 0.4301 -2.3663
C35 0.5471 -0.7384 -0.3377
O12 -1.4332 1.0812 -5.9514
H96 -2.0132 -1.4316 -5.4075
C36 -3.7516 -0.2726 2.7053

* SMILES: CC(C)O.CC(C)O.CC(C)O.CC(C)O.CC(C)O.CC(C)O.CC(C)O.CC(C)O.CC(C)O.CC(C)O.CC(C)O.CC(C)O
* gap between HOMO and LUMO: 0.3652 Eh

=====

ΔE to the lowest compared entry with this formula, charge and spin readings, ordered: 0.00, 5234.16, 245.63 kJ/mol
HOMO level readings, ordered: -13.27, -8.19, -9.61 eV
Max |F| readings, ordered: 2.42, 14.49, 2.89 eV/A